[1]
The following is a quantum chemistry calculation of the molecule C9H11O2P, from OMol25.

The value obtained for the HOMO energy (spin up / spin down) is -8.84 / -8.78 eV. The value obtained for the energy above the lowest of the compared OMol25 structures with the same formula, charge and spin is 602.7 kJ/mol. As for the gap between HOMO and LUMO (spin up / spin down): 0.238 / 0.263 Eh. As for the LUMO energy (spin up / spin down): -2.4 / -1.6 eV.

The geometry in XYZ format:
```
23
C9H11O2P, DFT ωB97M-V/def2-TZVPD
C 0.842 -0.903 1.001
C -0.097 1.428 1.661
C 0.913 0.369 1.748
C 0.242 2.774 1.711
C -1.540 -0.750 0.799
C -0.605 0.790 -1.123
C -0.277 -1.338 0.227
C -0.314 -0.748 -1.227
C 0.807 -1.192 -2.126
O 1.976 0.675 2.376
O -0.564 3.602 1.495
P -1.488 1.071 0.577
H 1.825 -1.249 1.103
H 1.287 2.910 1.875
H -2.337 -1.029 0.186
H -1.586 -1.175 1.782
H 0.315 1.369 -0.886
H -0.996 1.140 -2.178
H -0.416 -2.389 0.084
H -1.219 -1.213 -1.617
H 1.907 -1.008 -1.968
H 0.625 -0.884 -3.209
H 0.698 -2.251 -2.289
```

---

[2]
The following is a quantum chemistry calculation of a structure of composition C9H11OP, from OMol25.

The value obtained for the HOMO energy (spin up / spin down) is -5.68 / -8.97 eV. The value obtained for the energy above the lowest of the compared OMol25 structures with the same formula, charge and spin is 0.0 kJ/mol. Its spin multiplicity is 3. As for the gap between HOMO and LUMO (spin up / spin down): 0.214 / 0.266 Eh. As for the LUMO energy (spin up / spin down): 0.2 / -1.7 eV. As for the expectation value of S²: 2.02.

The geometry in XYZ format:
```
22
C9H11OP, DFT ωB97M-V/def2-TZVPD
C -2.857 1.399 -0.439
C -2.472 0.483 -1.329
C -2.180 1.480 0.823
C -1.365 -0.442 -1.119
C -0.919 0.934 0.894
C -0.422 -0.007 -0.055
C 1.743 0.026 1.245
C 1.715 -1.367 -0.843
C 0.902 -0.512 0.141
O -2.946 -1.369 1.029
P -1.809 -1.855 0.271
H -3.716 2.037 -0.481
H -2.908 0.425 -2.308
H -2.470 2.081 1.567
H -0.977 -0.573 -2.074
H -0.193 1.156 1.680
H 1.640 1.083 1.009
H 2.742 -0.283 1.257
H 1.391 -0.278 2.313
H 2.078 -2.169 -0.177
H 2.340 -0.700 -1.538
H 1.175 -1.863 -1.688
```

---

[3]
The following is a quantum chemistry calculation of a cluster of 2 separate species, C9H12 in total, from OMol25.

The value obtained for the HOMO energy (spin up / spin down) is -8.11 / -6.93 eV. The value obtained for the energy above the lowest of the compared OMol25 structures with the same formula, charge and spin is 771.4 kJ/mol. The SMILES is CC1=C(C)C1.C#CC=C. As for the gap between HOMO and LUMO (spin up / spin down): 0.312 / 0.267 Eh. As for the LUMO energy (spin up / spin down): 0.4 / 0.3 eV.

The geometry in XYZ format:
```
21
C9H12, DFT ωB97M-V/def2-TZVPD
C 1.513 -1.598 0.229
C 0.736 -0.337 0.396
C 0.638 0.835 -0.324
C 0.909 1.511 -1.605
C 1.133 0.963 1.070
H 1.882 -1.986 1.180
H 2.395 -1.420 -0.390
H 0.922 -2.364 -0.274
H 0.799 0.840 -2.458
H 1.919 1.934 -1.601
H 0.197 2.324 -1.764
H 0.500 1.263 1.904
H 2.178 1.198 1.261
C -2.326 0.720 -1.302
C -1.661 0.432 -0.323
C -1.291 -0.300 0.905
C -1.924 -1.508 1.160
H -2.765 1.044 -2.209
H -1.348 0.423 1.727
H -1.400 -2.446 1.268
H -3.005 -1.527 1.152
```

---

[4]
The following is a quantum chemistry calculation of a structure of composition C9H12AlCl2CoN3O3P, from OMol25.

The value obtained for the HOMO energy (spin up / spin down) is -20.26 / -22.20 eV. Its spin multiplicity is 5. Its charge is +4. As for the gap between HOMO and LUMO (spin up / spin down): 0.170 / 0.112 Eh. As for the LUMO energy (spin up / spin down): -15.6 / -19.1 eV. As for the expectation value of S²: 6.04.

The geometry in XYZ format:
```
32
C9H12AlCl2CoN3O3P, DFT ωB97M-V/def2-TZVPD
Co 0.075 0.365 -4.802
Al 0.166 0.466 -2.048
Cl -0.603 -1.253 -3.287
Cl -0.366 2.175 -3.363
C 1.587 2.074 -1.081
C 0.567 -0.958 -5.873
C 0.580 1.517 -6.044
O 2.104 3.049 -0.753
O 0.785 -2.014 -6.306
O 0.909 2.168 -6.944
C 0.457 -1.449 2.885
N 1.131 -0.206 2.433
C 0.299 0.981 2.751
N -1.098 0.852 2.263
C -1.695 -0.426 2.715
N -0.886 -1.582 2.305
C -0.876 -1.812 0.843
P -0.139 -0.344 0.039
C 1.447 -0.295 1.005
C -1.191 0.976 0.805
H 0.352 -1.407 3.975
H 1.062 -2.312 2.594
H 0.759 1.886 2.335
H 0.259 1.083 3.844
H -2.700 -0.521 2.294
H -1.743 -0.412 3.810
H -0.282 -2.703 0.615
H -1.901 -1.944 0.478
H 2.107 0.518 0.694
H 1.979 -1.243 0.825
H -2.232 0.782 0.497
H -0.914 1.989 0.494
```

---

[5]
The following is a quantum chemistry calculation of a structure of composition C9H12AsN10O9S5Tl, from OMol25.

The value obtained for the HOMO energy is -0.57 eV. The value obtained for the energy above the lowest of the compared OMol25 structures with the same formula, charge and spin is 413.6 kJ/mol. Its charge is -2. As for the gap between HOMO and LUMO: 0.164 Eh. As for the LUMO energy: 3.9 eV.

The geometry in XYZ format:
```
47
C9H12AsN10O9S5Tl, DFT ωB97M-V/def2-TZVPD
Tl 0.798 -0.775 -0.010
S 4.650 -3.541 -0.791
As 4.978 -5.402 0.889
S 2.691 -4.261 -0.784
S 3.019 -5.086 1.589
S 4.239 -6.581 -0.802
N -3.744 -0.291 0.856
N -3.380 -0.831 2.045
C -2.586 -1.893 2.080
N -2.412 -2.419 3.319
S -1.852 -2.459 0.681
H -3.395 -0.848 0.060
H -3.204 0.573 0.751
H -3.979 -0.532 2.810
H -3.148 -2.429 4.006
H -1.726 -3.155 3.445
N -0.453 -0.404 -2.287
N -0.029 -1.149 -3.475
C 0.713 -2.222 -3.556
N 1.077 -2.743 -4.741
N 1.031 -2.825 -2.359
N 1.779 -3.944 -2.494
O 3.117 -5.603 -1.529
O 2.312 -4.498 -3.437
H -1.351 -0.801 -2.060
H -0.530 0.639 -2.529
H -0.312 -0.706 -4.344
H 1.115 -2.180 -5.585
H 1.793 -3.500 -4.572
O -0.664 2.222 -1.892
C -0.773 1.904 -0.684
O -1.135 0.766 -0.245
C -0.357 2.955 0.278
C -0.762 4.299 0.106
C -0.549 5.180 1.155
C 0.199 4.882 2.249
C 0.690 3.620 2.341
C 0.586 2.602 1.250
O 1.395 1.635 1.150
N 1.374 3.119 3.506
O 1.146 1.969 3.919
O 2.095 3.995 4.098
N -1.031 6.539 1.057
O -0.558 7.266 1.977
O -1.936 6.818 0.251
H -1.432 4.485 -0.722
H 0.499 5.611 3.030
```

---

[6]
The following is a quantum chemistry calculation of a structure of composition C9H12DyN2O4S, from OMol25.

The value obtained for the HOMO energy (spin up / spin down) is -19.37 / -19.35 eV. The value obtained for the energy above the lowest of the compared OMol25 structures with the same formula, charge and spin is 0.0 kJ/mol. Its spin multiplicity is 6. Its charge is +3. As for the gap between HOMO and LUMO (spin up / spin down): 0.192 / 0.200 Eh. As for the LUMO energy (spin up / spin down): -14.1 / -13.9 eV. As for the expectation value of S²: 9.33.

The geometry in XYZ format:
```
29
C9H12DyN2O4S, DFT ωB97M-V/def2-TZVPD
Dy 0.183 0.354 -2.709
O 0.210 3.574 -4.735
C 0.199 2.554 -4.179
C 1.874 -1.048 -2.264
O 2.886 -1.571 -1.990
C -1.532 -1.017 -2.279
O -2.560 -1.520 -2.006
C 0.180 -1.096 -4.476
O 0.179 -1.659 -5.485
C -2.413 0.899 0.638
N -1.239 0.098 1.125
C -1.582 -1.042 1.971
C 0.032 0.407 0.778
S 0.282 1.518 -0.561
N 1.120 0.103 1.530
C 1.076 0.090 2.991
C 2.499 -0.016 0.959
H -3.358 0.512 1.061
H -2.500 0.859 -0.451
H -2.305 1.940 0.958
H -0.689 -1.618 2.198
H -2.052 -0.690 2.902
H -2.291 -1.706 1.458
H 1.374 -0.904 3.353
H 1.766 0.833 3.415
H 0.077 0.335 3.339
H 2.539 -0.893 0.311
H 2.794 0.874 0.394
H 3.251 -0.169 1.756
```

---

[7]
The following is a quantum chemistry calculation of the molecule C9H12F2O2Si, from OMol25.

The value obtained for the HOMO energy is -8.88 eV. The value obtained for the energy above the lowest of the compared OMol25 structures with the same formula, charge and spin is 21.3 kJ/mol. The SMILES is COC(OC)[SiH2]c1c(F)cccc1F. As for the gap between HOMO and LUMO: 0.358 Eh. As for the LUMO energy: 0.9 eV.

The geometry in XYZ format:
```
26
C9H12F2O2Si, DFT ωB97M-V/def2-TZVPD
C -2.670 -1.169 -0.989
O -1.478 -1.061 -0.232
C -1.537 -0.197 0.911
O -1.315 1.147 0.622
C -2.359 1.933 0.124
Si 0.072 -0.551 2.022
C 1.575 -0.239 0.816
C 2.377 -1.251 0.342
F 2.180 -2.512 0.774
C 3.214 -1.137 -0.749
C 3.523 0.067 -1.291
C 2.757 1.103 -0.802
C 1.850 0.951 0.231
F 1.249 2.074 0.590
H -2.855 -2.070 -1.611
H -2.775 -0.425 -1.769
H -3.635 -1.251 -0.310
H -2.565 -0.328 1.261
H -2.095 2.962 0.365
H -3.340 1.498 0.264
H -2.508 1.885 -1.059
H 0.163 -2.028 2.342
H 0.087 0.429 2.985
H 3.466 -2.071 -1.278
H 4.000 0.149 -2.196
H 2.619 2.094 -1.363
```

---

[8]
The following is a quantum chemistry calculation of a cluster of 2 separate species, C9H12F3O4 in total, from OMol25.

The value obtained for the HOMO energy is -2.64 eV. Its charge is -1. As for the gap between HOMO and LUMO: 0.206 Eh. As for the LUMO energy: 3.0 eV.

The geometry in XYZ format:
```
28
C9H12F3O4, DFT ωB97M-V/def2-TZVPD
C -0.066 2.223 2.527
C -0.364 1.803 1.413
C -1.040 1.805 -0.024
C -0.708 0.395 -0.692
C 0.822 -0.009 -0.661
O 0.967 -1.171 -1.522
C 1.816 1.082 -1.241
F 2.149 2.097 -0.331
F 1.378 1.676 -2.439
F 3.045 0.465 -1.565
O -0.644 2.938 -0.834
C -1.348 4.100 -0.522
O -1.656 4.487 0.586
H 0.328 2.536 3.530
H -2.175 1.828 0.084
H -1.187 0.293 -1.725
H -1.254 -0.382 -0.043
H 1.171 -0.345 0.362
H 0.524 -0.948 -2.365
H -1.618 4.766 -1.411
C 0.685 -3.956 0.911
C -0.762 -3.425 0.811
O -0.794 -2.200 1.353
H 1.018 -4.030 1.951
H 0.748 -4.965 0.473
H 1.389 -3.319 0.365
H -1.392 -4.217 1.275
H -1.032 -3.527 -0.265
```